(1)
# C19H35BFI2N3O6P4Ta

C19H35BFI2N3O6P4Ta as an isolated structure at a distorted geometry (the ωB97M-V functional and the def2-TZVPD basis, the OMol25 dataset).

```
72
Properties=species:S:1:pos:R:3:forces:R:3
C -5.644 -1.527 -2.342 0.9 -0.2 -0.1
C -4.141 -1.081 -2.385 -1.4 -1.1 -0.4
P -3.083 -2.572 -2.709 0.6 0.8 -0.9
C -3.696 -3.092 -4.408 -0.3 0.4 0.9
Ta -0.544 -2.120 -2.856 -1.2 -1.9 0.4
C -0.269 -4.193 -3.835 -0.1 0.4 -0.3
C -1.151 -5.285 -3.421 1.0 1.7 -3.7
O -1.346 -5.719 -2.390 -0.9 -2.1 4.8
F -1.784 -5.889 -4.490 -0.3 0.0 -0.7
B 1.784 -1.813 -3.063 0.5 0.1 -0.8
O 2.513 -1.770 -1.874 -0.4 0.7 0.1
O 2.560 -1.610 -4.208 0.5 -0.2 0.6
C 2.519 -2.627 -5.172 -0.7 0.0 -0.6
P -0.234 -3.213 -0.484 -0.1 0.9 -0.5
C -0.135 -1.948 0.877 0.3 -1.2 0.0
O 1.211 -4.052 -0.460 -0.2 0.3 0.5
P -0.632 0.130 -1.562 0.5 -0.2 0.7
O 0.939 0.739 -1.640 -0.4 0.1 0.0
I -1.987 1.905 -2.634 -0.1 0.6 -0.3
P -0.769 -0.947 -5.172 0.1 0.1 0.6
O -2.298 -0.280 -5.371 0.3 0.1 -0.1
I 0.699 1.046 -5.404 -0.2 -0.1 -0.2
H -6.080 -1.351 -1.368 -0.3 0.3 0.1
H -6.192 -1.062 -3.150 -0.4 0.3 0.1
H -5.708 -2.594 -2.509 -0.2 -0.4 0.0
H -3.910 -0.580 -1.459 0.5 0.2 0.1
H -4.039 -0.429 -3.235 0.4 0.5 -0.1
H -4.552 -3.729 -4.243 -0.3 -0.4 -0.3
H -2.934 -3.609 -4.968 0.2 -0.3 -0.1
H -4.011 -2.218 -4.966 0.0 0.2 -0.1
H 0.742 -4.549 -3.677 0.4 0.0 0.3
H -0.379 -4.054 -4.905 0.1 0.1 -0.3
H 2.959 -0.909 -1.867 0.4 -0.3 0.1
H 1.532 -2.671 -5.638 -0.2 -0.1 -0.1
H 2.739 -3.620 -4.781 0.1 -0.1 0.3
H 3.222 -2.432 -5.969 0.4 0.3 -0.1
H -1.063 -1.407 0.913 -0.4 0.4 -0.2
H 0.703 -1.272 0.758 0.2 0.2 0.0
H -0.081 -2.491 1.816 0.3 0.0 0.3
H 1.842 -3.633 0.140 0.1 0.1 -0.3
H 0.985 1.512 -1.063 0.1 -0.2 0.1
H -2.229 0.657 -5.590 -0.1 0.0 0.1
N 0.007 3.250 1.236 0.1 0.0 0.0
C 1.278 2.790 1.455 -0.1 0.1 -0.1
C 1.365 2.395 2.763 0.0 0.0 0.0
C 0.093 2.620 3.354 0.0 0.1 0.0
C -0.722 3.146 2.385 0.0 0.1 0.0
H -0.338 3.606 0.361 -0.1 -0.1 0.0
H 2.010 2.786 0.664 0.0 0.0 0.0
H 2.240 1.988 3.242 0.0 0.0 0.0
H -0.190 2.418 4.374 0.0 0.0 0.0
H -1.753 3.453 2.415 0.0 0.0 0.0
N -1.257 0.907 6.889 0.1 0.0 0.1
C -0.042 1.226 7.433 -0.1 0.1 0.0
C 0.343 0.188 8.238 0.0 0.0 0.0
C -0.678 -0.798 8.174 0.0 0.0 0.0
C -1.648 -0.326 7.333 -0.1 0.0 0.0
H -1.780 1.488 6.260 0.0 0.0 0.0
H 0.441 2.160 7.200 0.0 0.0 0.0
H 1.255 0.140 8.808 0.0 0.0 0.0
H -0.695 -1.746 8.686 0.0 0.0 0.0
H -2.580 -0.760 7.012 0.0 0.0 0.0
N 3.361 5.308 2.436 0.1 0.1 0.0
C 4.250 5.731 3.384 -0.1 0.0 0.0
C 5.466 5.904 2.777 0.0 0.0 0.0
C 5.301 5.576 1.405 0.0 0.0 0.0
C 3.992 5.215 1.228 -0.1 0.0 0.0
H 2.392 5.094 2.600 0.0 -0.1 0.0
H 3.943 5.871 4.406 0.0 0.0 0.0
H 6.371 6.230 3.261 0.0 0.0 0.0
H 6.057 5.602 0.637 0.0 0.0 0.0
H 3.458 4.899 0.348 0.0 0.0 0.0
```
Forces are in eV/Å.

Properties
F_max   5.4 eV Å⁻¹
Calculated total energy   -3503.28909 a.u.
Total charge   -1

***

(2)
# C32H46ClNO3P4Sn

C32H46ClNO3P4Sn as an isolated structure at a distorted geometry (the ωB97M-V functional and the def2-TZVPD basis, the OMol25 dataset).

```
88
Properties=species:S:1:pos:R:3:forces:R:3
P -3.229 -1.035 2.749 -1.7 0.2 0.7
C -2.429 -0.059 4.017 0.9 0.6 0.3
C -3.248 0.873 4.705 0.4 -0.7 -0.1
H -4.188 1.187 4.245 0.1 -0.2 0.3
C -2.885 1.298 5.977 0.2 0.1 -0.2
H -3.554 1.952 6.536 0.2 -0.2 -0.1
C -1.674 0.866 6.535 0.0 0.0 -0.3
H -1.430 1.143 7.559 0.0 0.0 -0.3
C -0.780 0.101 5.777 -0.1 0.1 0.2
H 0.194 -0.162 6.189 -0.2 0.1 0.0
C -1.143 -0.363 4.512 -0.7 0.4 0.1
H -0.457 -0.972 3.919 -0.3 -0.1 0.3
C -3.339 -0.153 1.188 0.4 0.0 -0.5
C -3.033 1.222 1.108 0.0 -0.5 0.0
H -2.386 1.672 1.864 -0.3 -0.1 -0.1
C -3.622 2.001 0.118 -0.1 0.0 -0.2
H -3.427 3.074 0.097 -0.1 -0.2 0.0
C -4.500 1.424 -0.804 0.2 0.2 0.0
H -5.027 2.055 -1.520 0.2 -0.2 0.2
C -4.726 0.044 -0.793 0.2 -0.2 0.0
H -5.407 -0.408 -1.515 0.2 0.1 0.1
C -4.130 -0.753 0.176 0.2 0.4 0.2
H -4.344 -1.823 0.229 0.0 0.3 0.0
C -2.536 -2.673 2.578 0.9 -0.6 -0.2
C -3.148 -3.722 3.310 0.2 0.5 -0.6
H -3.891 -3.479 4.072 0.1 0.0 -0.3
C -2.844 -5.046 3.017 0.4 0.0 -0.2
H -3.355 -5.854 3.547 0.2 0.3 -0.2
C -1.893 -5.332 2.027 0.0 0.2 0.0
H -1.685 -6.371 1.770 0.0 0.3 0.1
C -1.202 -4.297 1.374 0.0 -0.1 0.0
H -0.427 -4.528 0.636 -0.3 0.0 0.3
C -1.508 -2.965 1.658 -0.6 -0.6 0.5
H -0.939 -2.151 1.200 -0.2 -0.1 0.0
Sn 2.678 0.892 -0.493 4.6 1.7 -3.0
C 1.612 0.651 -2.431 -0.3 0.0 -0.5
C 0.331 0.279 -2.572 0.7 0.1 0.5
H 2.249 0.896 -3.296 -0.4 -0.1 0.2
C -0.532 -0.119 -1.346 -1.9 -1.0 0.1
O -0.933 -1.494 -1.558 0.2 0.4 0.2
H -1.306 -1.870 -0.735 -0.2 0.2 -0.4
C 0.133 -0.061 -0.045 3.8 1.7 0.1
H -1.435 0.531 -1.309 0.3 -0.3 0.1
C 1.178 0.151 0.658 -6.3 -2.6 1.8
Cl 4.032 1.335 1.548 -0.7 -0.2 -0.5
P 3.799 -1.450 -0.691 1.0 -0.3 0.2
P 2.053 3.403 -0.335 0.3 0.5 0.4
C 5.478 -1.433 0.009 0.1 0.1 0.0
H 5.427 -1.318 1.099 0.0 -0.1 -0.3
H 6.019 -0.560 -0.397 -0.3 -0.4 0.1
H 5.993 -2.368 -0.260 -0.2 0.2 0.1
C 2.867 -2.728 0.209 -0.3 0.0 0.0
H 1.999 -3.046 -0.388 0.2 0.0 0.2
H 2.496 -2.319 1.158 0.2 -0.2 -0.1
H 3.520 -3.593 0.408 -0.2 0.3 -0.1
C 3.957 -2.080 -2.388 -0.2 0.3 -0.2
H 4.477 -1.333 -3.006 -0.1 -0.2 0.2
H 2.956 -2.256 -2.808 0.3 0.0 0.1
H 4.527 -3.022 -2.376 -0.2 0.3 0.0
C 3.490 4.478 -0.079 0.1 -0.1 -0.2
H 4.125 4.458 -0.976 -0.1 0.0 0.2
H 4.085 4.107 0.766 -0.2 0.1 -0.2
H 3.132 5.499 0.117 0.1 -0.3 -0.1
C 1.121 4.093 -1.726 0.0 -0.2 -0.3
H 0.154 3.580 -1.822 0.2 0.2 0.1
H 1.687 3.947 -2.656 -0.1 0.1 0.2
H 0.957 5.167 -1.554 0.0 -0.3 -0.1
C 0.983 3.646 1.114 -0.1 -0.1 0.0
H 1.348 3.047 1.956 0.0 0.2 -0.1
H -0.046 3.339 0.884 0.2 0.1 0.1
H 1.006 4.713 1.379 -0.1 -0.3 0.0
P -0.567 0.114 -4.181 -0.2 -0.3 0.4
C 0.346 0.923 -5.495 0.2 0.2 0.1
C -2.187 0.890 -3.999 0.0 0.2 0.1
H 1.364 0.517 -5.554 -0.2 0.1 0.0
H 0.404 2.002 -5.307 0.0 -0.2 0.0
H -0.167 0.756 -6.454 0.1 0.0 0.3
H -2.783 0.398 -3.222 0.2 0.0 -0.1
H -2.740 0.847 -4.947 0.2 -0.1 0.2
H -2.058 1.942 -3.718 0.0 -0.2 -0.1
C -0.800 -1.623 -4.599 0.1 -0.3 0.0
H 0.172 -2.113 -4.724 -0.1 0.2 0.0
H -1.360 -1.730 -5.537 0.1 0.2 0.2
H -1.332 -2.140 -3.795 0.1 0.2 -0.2
H 1.430 -0.036 1.702 0.2 0.3 -0.2
O 6.527 2.239 -1.032 -1.9 -0.6 -1.1
N 5.634 1.420 -1.217 2.5 -0.4 2.0
O 4.696 1.666 -2.040 -2.2 0.9 -0.2
```
Forces are in eV/Å.

Properties
F_max   7.0 eV Å⁻¹
Calculated total energy   -3566.60265 a.u.
Total charge   +2

***

Across the entries above, frontier orbital gap takes the values 5.58, 3.54 eV, respectively.